No. 1
Below is a structure of composition C17H23Cl3GeN5O2Re in a non-equilibrium geometry, with properties calculated with the ωB97M-V functional and the def2-TZVPD basis.

XYZ file:
```
52
Properties=species:S:1:pos:R:3:forces:R:3
Re 0.497968 -0.743477 0.175317 -0.9 0.5 -0.6
C 2.999012 -0.158439 -1.670978 -0.1 0.1 0.1
N 1.977446 0.595995 -0.880608 0.2 0.2 0.1
C 2.727956 1.500669 0.032487 -0.1 0.0 0.0
C 1.169812 1.386268 -1.836807 -0.2 -0.1 0.0
C 1.740972 2.254629 -2.749531 0.0 0.0 0.0
C 0.938972 2.888866 -3.688538 0.0 0.0 0.0
C -0.424494 2.636582 -3.728307 0.0 0.0 0.0
C -1.009818 1.792882 -2.797585 0.1 0.0 0.0
C -0.214162 1.191636 -1.830619 0.0 0.0 -0.1
N -0.693978 0.360166 -0.786583 0.2 0.0 0.1
C -1.955509 0.516484 -0.149682 0.0 0.0 0.1
C -2.761123 1.648550 -0.207440 0.0 0.0 0.0
C -3.955713 1.672048 0.498113 0.0 0.0 0.0
C -4.346921 0.584345 1.264212 0.0 0.0 0.0
C -3.532430 -0.538730 1.354224 0.0 0.0 0.0
C -2.335267 -0.567637 0.663834 0.1 0.1 -0.2
N -1.404817 -1.712964 0.704050 -0.1 0.2 0.5
C -1.349843 -2.347928 2.049525 -0.1 0.0 -0.1
C -1.889751 -2.741599 -0.265538 0.0 0.1 0.0
H 3.672620 0.539883 -2.164725 0.0 0.0 0.0
H 2.510488 -0.772028 -2.420315 0.0 0.0 0.0
H 3.585503 -0.782121 -0.997324 0.0 0.0 0.0
H 3.460181 2.092308 -0.517556 0.0 0.0 0.0
H 3.257011 0.903984 0.774836 0.0 0.0 0.0
H 2.043666 2.194718 0.518393 0.0 0.0 0.0
H 2.807096 2.438650 -2.753133 0.0 0.0 0.0
H 1.386254 3.565389 -4.403196 0.0 0.0 0.0
H -1.038273 3.101388 -4.487280 0.0 0.0 0.0
H -2.070733 1.589012 -2.837582 0.0 0.0 0.0
H -2.456054 2.509376 -0.784546 0.0 0.0 0.0
H -4.584059 2.550634 0.450194 0.0 0.0 0.0
H -5.285346 0.608769 1.800315 0.0 0.0 0.0
H -3.845012 -1.377080 1.961792 0.0 0.0 0.0
H -2.281340 -2.865363 2.281064 0.0 0.0 0.0
H -1.169212 -1.600027 2.820127 0.0 0.0 0.0
H -0.545779 -3.083145 2.053057 0.0 0.0 0.0
H -2.917566 -3.008755 -0.019480 0.0 0.0 0.0
H -1.257909 -3.623724 -0.200228 0.0 0.0 0.0
H -1.852171 -2.333800 -1.273730 0.0 0.0 0.0
N 0.263005 0.586503 1.943550 0.0 -0.1 -0.1
N 1.164586 0.177361 2.951358 -0.1 -0.1 0.0
C 2.010455 -0.888320 2.799920 -0.1 0.0 -0.1
O 2.749406 -1.321452 3.619868 0.1 -0.1 0.1
O 1.924322 -1.415972 1.526472 0.7 -0.6 0.2
H 0.443296 1.565039 1.719345 0.0 0.0 0.0
H -0.697030 0.535455 2.291639 0.0 0.0 0.0
H 1.118223 0.617334 3.859919 0.0 0.0 0.0
Cl 1.280985 -2.642049 -0.913162 1.1 -0.9 0.5
Ge 2.919592 -2.995711 0.978655 -0.8 0.8 0.2
Cl 2.257679 -4.558774 2.212873 0.1 0.2 -0.4
Cl 4.967803 -2.525826 1.059335 -0.4 -0.2 -0.2
```
Positions in Å, forces in eV/Å.

Its total energy is -125748.2948 eV. Its charge is +2.

natural (NBO) atomic charge list, values in e, 2 entries: 1.08, -0.41

No. 2
Below is the ion C17H23F2N2O3 with charge +1, with properties calculated with the ωB97M-V functional and the def2-TZVPD basis.

XYZ file:
```
47
Properties=species:S:1:pos:R:3:forces:R:3
C 5.857577 0.412218 -1.990286 -0.4 0.2 0.0
C 5.063083 1.608053 -2.488417 0.6 0.0 0.0
H 5.144541 1.717155 -3.570899 0.0 0.0 0.1
H 5.398471 2.522436 -1.991696 -0.1 -0.1 -0.1
O 3.654562 1.442275 -2.242414 -0.2 -0.2 -0.3
C 3.207182 1.771007 -1.036465 -0.6 -0.1 0.4
O 3.868499 2.189844 -0.131653 0.2 0.1 0.1
C 1.688777 1.569268 -0.948824 0.3 0.1 -0.3
C 1.323354 0.142529 -1.353713 0.7 0.1 0.1
N -0.140199 -0.045640 -1.281033 -0.1 0.1 0.5
C -0.822912 0.875178 -2.213573 -0.4 0.6 -0.2
C -0.525570 2.317166 -1.823404 0.2 -0.1 -0.2
C 0.977006 2.573883 -1.859055 -0.2 0.0 0.2
H 1.191073 3.588336 -1.525116 0.0 0.0 0.0
H 1.352718 2.467693 -2.878139 0.0 0.0 0.0
H -1.036577 2.986191 -2.514796 -0.1 0.0 0.0
H -0.913114 2.511526 -0.821393 -0.1 0.0 0.0
H -1.897179 0.691899 -2.175863 0.1 -0.1 0.0
H -0.465784 0.671512 -3.226782 0.0 -0.1 0.1
C -0.556319 -1.458184 -1.437140 -0.2 -0.6 0.0
H 0.193960 -2.084697 -0.948820 0.0 0.1 -0.1
H -0.584173 -1.720610 -2.497887 0.1 0.1 0.1
C -1.917355 -1.724164 -0.783101 0.1 0.3 0.0
H -2.115443 -2.794783 -0.826879 0.0 0.0 -0.1
C -1.964522 -1.221142 0.660093 -0.2 -0.5 -0.4
O -1.314656 -0.229286 0.993232 0.1 0.2 0.3
N -2.769067 -1.911799 1.471284 -0.1 -0.3 -0.2
C -3.071944 -1.683355 2.829900 -0.1 0.2 0.7
C -3.992004 -2.547979 3.417352 0.1 0.2 0.1
C -4.336640 -2.384856 4.744919 0.1 0.1 -0.1
C -3.766330 -1.359570 5.496410 0.1 0.0 -0.1
C -2.851600 -0.503861 4.908371 -0.3 -0.3 0.1
C -2.501505 -0.660813 3.579408 0.1 0.0 -0.2
H -1.788961 0.011265 3.134130 0.0 0.0 0.0
H -2.418362 0.283951 5.502930 0.0 0.1 0.1
F -4.097926 -1.200454 6.777436 -0.1 -0.1 -0.1
F -5.220009 -3.220745 5.292606 0.1 0.1 0.1
H -4.450964 -3.351147 2.861088 -0.1 -0.1 0.0
H -3.263698 -2.703572 1.079051 0.2 0.2 -0.1
H -2.717106 -1.220947 -1.333298 0.0 -0.1 0.0
H -0.468173 0.179791 -0.281577 0.1 -0.1 -0.5
H 1.805194 -0.566876 -0.677521 -0.1 -0.1 -0.1
H 1.662441 -0.053888 -2.374324 -0.1 -0.1 0.1
H 1.404306 1.745144 0.093130 0.1 0.0 -0.1
H 5.501849 -0.504587 -2.454597 0.0 -0.1 -0.1
H 5.769161 0.325248 -0.910196 0.0 0.0 0.1
H 6.904341 0.549386 -2.242479 0.1 0.0 0.0
```
Positions in Å, forces in eV/Å.

For the relative energy (zero: lowest compared OMol25 entry of this formula, charge and spin), the calculation gives 0.0 kJ/mol. Its total energy is -32555.1658 eV. Its charge is +1. The SMILES is CCOC(=O)[C@H]1CCC[N@@H+](CCC(=O)Nc2ccc(F)c(F)c2)C1.

natural (NBO) atomic charge list, values in e, 2 entries: -0.64, -0.08

No. 3
Below is an isolated molecule of C17H23F2N3OS in a non-equilibrium geometry, with properties calculated with the ωB97M-V functional and the def2-TZVPD basis.

XYZ file:
```
47
Properties=species:S:1:pos:R:3:forces:R:3
C -3.797523 -2.088933 -2.497307 -0.1 0.3 0.2
H -3.015570 -2.654969 -1.995753 0.1 -0.1 0.0
H -3.434281 -1.796152 -3.478844 0.0 0.0 -0.1
H -4.662505 -2.734506 -2.628098 -0.1 -0.1 0.0
C -4.167416 -0.840040 -1.689452 0.1 -0.1 -0.2
N -4.603559 -1.076954 -0.325617 -0.1 0.0 0.0
C -3.542870 -1.486569 0.582183 0.0 0.3 0.3
H -3.752313 -2.463922 1.031260 0.0 0.0 0.0
C -3.363264 -0.440507 1.696956 0.1 -0.3 -0.1
N -3.189534 0.886191 1.144413 -0.5 0.0 0.1
C -1.996342 1.218436 0.602679 0.1 1.0 -0.6
N -0.877526 0.634477 0.829990 -0.2 -0.7 0.5
C 0.179876 1.266227 0.226255 -0.4 0.9 -0.6
C -0.144121 2.363364 -0.520957 0.0 -0.4 0.2
S -1.869442 2.640624 -0.446893 0.3 -0.6 0.4
C 0.706423 3.240681 -1.368554 0.0 0.1 0.0
H 1.576545 2.692691 -1.724891 0.0 0.0 -0.1
H 0.136124 3.594295 -2.225729 0.1 0.0 -0.1
H 1.045956 4.115744 -0.811515 0.1 0.1 -0.1
C 1.506704 0.685355 0.411780 0.3 -0.1 0.0
C 2.663589 1.460592 0.454224 -0.1 -0.2 0.0
C 3.901178 0.868515 0.625323 0.3 -0.2 0.1
C 3.985027 -0.506591 0.764116 0.0 0.0 -0.1
C 2.845362 -1.294882 0.747100 0.3 0.0 0.1
C 1.613858 -0.695828 0.577644 0.0 0.1 0.0
H 0.714020 -1.290262 0.568491 -0.1 -0.1 0.0
H 2.934300 -2.363796 0.864090 0.0 -0.1 0.0
O 5.246809 -1.118459 0.967564 -0.9 0.4 0.6
C 5.942126 -1.399042 -0.130594 1.2 -0.6 -0.8
F 6.224408 -0.300619 -0.883284 0.0 0.3 0.1
F 5.279117 -2.227413 -0.982752 -0.2 -0.1 0.1
H 6.893639 -1.878805 0.146288 -0.4 0.2 0.0
H 4.799416 1.465882 0.654992 0.1 0.0 0.0
H 2.599989 2.534065 0.382518 0.0 0.1 0.0
H -4.000714 1.224788 0.645403 0.1 -0.1 0.0
H -4.240394 -0.408393 2.343968 0.1 -0.1 0.0
H -2.476645 -0.674751 2.287333 -0.1 0.0 0.1
H -2.592935 -1.559966 0.045973 0.0 -0.1 0.0
C -5.819719 -1.861397 -0.220915 -0.1 0.1 0.2
C -6.561034 -1.581530 1.082825 0.1 -0.1 -0.3
H -6.000668 -1.946629 1.939348 0.0 0.0 0.1
H -6.722367 -0.513003 1.198376 0.0 0.1 0.0
H -7.526766 -2.080974 1.069374 -0.1 -0.1 0.1
H -6.464571 -1.578829 -1.056696 0.0 -0.1 0.0
H -5.622593 -2.944614 -0.295382 0.0 0.1 -0.1
H -4.973572 -0.306555 -2.203129 0.1 0.0 0.0
H -3.303207 -0.170951 -1.648579 -0.1 0.0 0.0
```
Positions in Å, forces in eV/Å.

For the relative energy (zero: lowest compared OMol25 entry of this formula, charge and spin), the calculation gives 0.0 kJ/mol. Its total energy is -40790.7151 eV. Its charge is 0. The SMILES is CCN(CC)CCNc1nc(-c2ccc(OC(F)F)cc2)c(C)s1.

natural (NBO) atomic charge list, values in e, 2 entries: -0.64, 0.20

No. 4
Below is a structure of composition C17H23GaN6STe in a non-equilibrium geometry, with properties calculated with the ωB97M-V functional and the def2-TZVPD basis.

XYZ file:
```
49
Properties=species:S:1:pos:R:3:forces:R:3
Ga 0.934170 -0.478882 0.614304 -0.6 -0.1 0.2
N 4.728961 1.176888 0.002363 0.1 1.2 2.7
C 3.461599 0.738039 -0.017702 -0.3 0.1 -0.5
S 2.263029 1.415066 1.057068 0.0 -0.3 0.2
N 3.237758 -0.083287 -1.003428 -0.9 -0.5 -0.5
N 1.889029 -0.351475 -1.127819 1.1 -0.1 -0.4
C 1.352427 -0.515055 -2.278188 -0.5 0.3 0.8
C 2.068295 -0.484257 -3.551895 0.9 0.3 -1.4
C 1.628123 0.390175 -4.578597 1.1 -1.2 1.1
C 2.324270 0.414191 -5.790323 1.1 0.2 1.1
C 3.561611 -0.250612 -5.934667 -1.4 -0.5 1.1
C 3.992260 -1.115206 -4.908868 -0.7 0.2 -0.7
C 3.226913 -1.255556 -3.760812 -0.5 0.2 0.4
C -0.130751 -0.620983 -2.196550 -0.5 -1.6 -2.1
C -0.863913 -1.058569 -3.323530 -2.0 1.7 0.9
C -2.304108 -1.120546 -3.153748 1.0 -0.7 2.5
C -2.880180 -0.999455 -1.795001 1.3 1.0 -3.1
C -1.999619 -0.528680 -0.819016 -0.8 -0.2 0.0
N -0.702350 -0.401797 -1.046491 0.9 0.7 1.5
H 5.122132 1.447304 0.924965 -0.3 -0.3 -1.4
H 5.286978 0.805006 -0.718983 0.9 -0.5 -0.5
H 0.837639 1.027737 -4.217675 -0.4 0.4 -1.0
H 2.040669 1.090921 -6.553721 -0.4 0.5 -0.7
H 4.101681 -0.127520 -6.852366 0.3 -0.1 -0.2
H 4.846135 -1.758237 -5.053838 0.3 0.2 0.1
H 3.510163 -1.943577 -2.973179 0.2 0.0 -0.1
H -0.292524 -0.960008 -4.245671 -0.8 -0.8 -0.2
H -3.032110 -1.364238 -3.926969 0.6 0.1 -0.2
H -3.985247 -1.014243 -1.741558 1.0 -0.1 0.5
H -2.273451 -0.182163 0.174284 -0.5 -0.5 0.0
C -2.566569 -0.753761 5.018211 1.1 -0.2 -1.9
C -2.247452 0.642570 4.444891 2.4 0.3 -0.2
C -0.857286 1.030309 5.013233 0.0 1.4 0.3
C -3.248612 1.766968 4.736791 0.3 -1.5 1.8
N -2.017004 0.580740 2.967979 -0.5 1.3 0.8
N -3.089796 0.303664 2.089275 -0.6 2.4 0.5
H -2.446288 -0.915195 6.057889 -0.4 0.4 1.3
H -1.808585 -1.462184 4.600266 -0.5 0.6 0.0
H -3.511744 -1.078658 4.636071 -0.9 -0.4 0.2
H -0.891761 1.295854 6.109003 -0.1 -0.5 -1.0
H -0.447977 1.934155 4.492504 -0.5 -0.6 0.3
H -0.142012 0.239097 4.858060 0.3 -0.4 0.0
H -3.208296 2.019136 5.839680 0.1 -0.1 -1.2
H -4.177353 1.237330 4.618696 -1.1 0.7 -0.4
H -3.079216 2.635760 4.115903 -0.2 0.1 -0.1
H -1.203369 0.108030 2.669731 0.8 -1.0 0.1
H -3.592385 1.238338 2.044208 0.4 -1.6 -0.3
H -3.724220 -0.296611 2.572054 -0.7 -0.9 0.1
Te 0.310334 -2.416522 1.913168 0.1 0.3 -0.1
```
Positions in Å, forces in eV/Å.

For the relative energy (zero: lowest compared OMol25 entry of this formula, charge and spin), the calculation gives 191.0 kJ/mol. Its total energy is -97446.4037 eV. Its charge is 0.

natural (NBO) atomic charge list, values in e, 2 entries: 0.95, -0.78

No. 5
Below is a structure of composition C17H23IMoN2Si in a non-equilibrium geometry, with properties calculated with the ωB97M-V functional and the def2-TZVPD basis.

XYZ file:
```
45
Properties=species:S:1:pos:R:3:forces:R:3
C 0.423550 -0.181101 2.040159 -2.0 -0.2 0.7
C 2.012137 1.513177 2.310441 0.9 1.0 0.4
H -0.463058 -0.787881 2.244681 0.3 0.0 -0.1
H -0.879079 0.868979 4.179834 0.3 0.0 0.0
H 0.996150 -0.371969 1.136428 0.0 -0.3 0.3
H 2.061119 1.379318 1.218967 0.0 0.1 0.5
H 2.026676 2.589309 2.512663 0.0 -0.2 0.0
H 2.926353 1.089013 2.748052 -0.2 0.1 -0.1
C -3.298459 -1.583832 -1.733390 1.1 -0.2 -1.2
C -3.796204 -2.842769 -2.057515 0.0 0.2 0.1
C -3.184271 -3.591094 -3.070059 0.0 0.4 0.2
C -2.022443 -3.108624 -3.664499 0.6 0.7 -0.1
H -3.703248 -0.933196 -0.963549 -0.2 -0.2 -0.2
H -4.663325 -3.227333 -1.523895 0.2 0.1 -0.2
H -3.609228 -4.541991 -3.381338 0.1 0.1 0.1
H -1.471409 -3.666240 -4.418547 -0.3 -0.1 0.2
N -2.207641 -1.071038 -2.391460 -0.9 -1.7 0.5
C -1.528129 -1.848111 -3.299852 -2.0 -0.5 0.8
C -0.292926 -1.238609 -3.743005 1.7 1.4 -0.4
N -0.065152 -0.009434 -3.156396 2.1 -1.0 -0.6
C 1.184659 0.551795 -3.256016 -1.0 -0.8 -0.4
C 1.872980 -1.155540 -4.816210 -0.1 0.4 0.3
C 2.160526 0.005633 -4.084647 -0.1 0.0 0.0
H 1.329104 1.428627 -2.627680 0.1 0.0 -0.4
H 3.136745 0.484680 -4.159312 -0.3 -0.1 0.0
C 0.659701 -1.798980 -4.603931 -0.9 -0.1 0.4
H 0.406038 -2.747043 -5.074196 0.3 0.2 0.0
H 2.595088 -1.561454 -5.521744 -0.1 0.1 0.2
Mo -1.681167 0.954007 -2.352562 -0.5 1.3 0.2
I -2.011250 3.478980 -1.915898 0.1 -0.3 0.1
C 1.061308 4.045848 4.934820 -0.3 0.0 -0.5
Si 1.000371 2.213302 5.383528 0.9 1.3 2.4
C 2.754840 1.541677 5.577437 -0.1 -0.4 -0.5
C 0.040024 1.924429 6.986956 -0.2 -0.3 -0.6
C 0.137973 1.260224 4.035664 -0.5 -1.3 -0.9
C 0.777763 0.853192 2.859946 1.0 0.2 -1.4
H 0.861753 4.682317 5.813196 0.0 -0.4 -0.3
H 0.289222 4.249528 4.178076 0.2 0.3 0.2
H 2.041649 4.319329 4.519022 -0.3 -0.1 0.1
H 3.093248 1.620713 6.622566 -0.3 0.0 -0.3
H 2.763698 0.477031 5.295065 0.2 0.2 0.2
H 3.472074 2.075273 4.936940 -0.2 -0.2 0.2
H -1.001997 2.260891 6.880795 0.2 -0.1 0.1
H 0.025151 0.849693 7.226821 0.0 0.3 0.1
H 0.497526 2.462319 7.831080 -0.1 -0.1 -0.4
```
Positions in Å, forces in eV/Å.

Its total energy is -38798.6370 eV. Its charge is +2. As for the expectation value of S²: 2.020. As for the spin multiplicity: 3.

natural (NBO) atomic charge list, values in e, 2 entries: 0.00, -0.65